No. 1
Computed, not measured: a structure of composition H14LiO7, with ωB97M-V with the def2-TZVPD basis set.

Geometry (Å):
Li -0.289 -0.319 -0.257
O 0.238 1.539 -1.100
H 0.954 1.329 -1.643
H -0.127 2.306 -1.550
O -0.542 -2.274 0.454
H -0.424 -2.508 1.441
H -0.615 -3.114 -0.069
O 0.400 3.171 1.269
H 0.361 2.409 0.791
H 0.752 3.846 0.774
O 1.804 -0.210 1.017
H 1.786 0.238 1.857
H 2.396 -0.812 1.265
O -1.256 0.168 1.493
H -1.142 -0.529 2.210
H -1.718 0.771 1.936
O 0.999 -1.441 -1.802
H 1.584 -1.179 -2.612
H 1.410 -1.599 -0.993
O -2.154 -0.360 -1.201
H -2.041 -0.208 -1.953
H -2.377 -1.225 -1.326

Output
Orbital gap: 10.895 eV
ΔE to the lowest compared entry with this formula, charge and spin: 71.5 kcal per mole
Lowest unoccupied orbital energy: -0.1235 Ha
Charge: +1
2S+1: 1

Atomic partial charges in e from the Mulliken method, atoms 1 to 4: 0.802, -0.512, 0.283, 0.263

---

No. 2
Computed, not measured: a structure of composition C18H15IN2O2PdS5, with ωB97M-V with the def2-TZVPD basis set.

Geometry (Å):
Pd -0.252 0.145 0.268
C -0.602 -4.452 1.281
C 0.766 -3.860 1.360
N 1.710 -4.544 1.933
C 2.957 -4.074 1.970
C 3.329 -2.872 1.416
C 4.771 -2.430 1.528
O 5.386 -2.152 0.285
C 2.330 -2.043 0.843
C 2.742 -0.751 0.378
N 2.019 0.315 0.321
C 2.561 1.568 0.104
C 3.870 1.860 0.518
C 4.409 3.122 0.405
C 3.663 4.147 -0.151
C 2.371 3.894 -0.578
C 1.823 2.633 -0.428
I -0.238 2.384 -1.072
C 0.981 -2.541 0.784
O 0.005 -1.978 0.206
H -0.600 -5.444 1.725
H -0.911 -4.515 0.238
H -1.323 -3.821 1.801
H 3.671 -4.707 2.480
H 5.338 -3.202 2.064
H 4.837 -1.501 2.102
H 5.452 -2.970 -0.221
H 3.792 -0.691 0.086
H 4.454 1.073 0.967
H 5.408 3.309 0.769
H 4.073 5.141 -0.242
H 1.780 4.681 -1.016
C -0.033 -2.210 4.694
S 0.405 -0.675 5.574
C -0.992 0.340 5.263
C -1.453 0.656 4.018
S -0.642 0.113 2.625
S -2.929 1.616 3.985
C -3.097 1.807 5.713
S -4.302 2.661 6.409
S -1.865 0.977 6.631
H 0.781 -2.901 4.884
H -0.115 -2.015 3.629
H -0.969 -2.584 5.097

Output
Orbital gap (alpha / beta): 7.148 / 5.022 eV
Lowest unoccupied orbital energy (alpha / beta): -0.0171 / -0.0961 Ha
2S+1: 3

Atomic partial charges in e from the Mulliken method, atoms 1 to 4: -0.306, -1.228, 0.820, -0.632

---

No. 3
Computed, not measured: a cluster of 6 separate species, C21H43BNO12S in total, with ωB97M-V with the def2-TZVPD basis set.

Geometry (Å):
C -0.567 0.062 0.847
C -1.193 1.504 0.394
C -0.521 2.093 -0.941
O -1.128 1.665 -2.187
N -1.174 0.304 -2.313
B -2.415 -0.180 -2.992
O -2.564 -0.530 -4.380
O -3.618 -0.263 -2.170
C 0.085 -0.277 -2.870
C 0.524 0.253 -4.318
O 0.342 1.424 -4.779
O 1.200 -0.660 -5.134
S 0.106 -2.161 -2.814
C 1.876 -2.800 -2.702
O -0.533 -2.803 -4.014
O -0.597 -2.639 -1.562
H 0.440 -0.097 0.318
H -0.383 0.029 1.988
H -1.297 -0.777 0.572
H -2.336 1.462 0.365
H -0.898 2.231 1.256
H 0.595 1.846 -0.919
H -0.654 3.239 -0.898
H -3.365 -1.097 -4.466
H -3.332 -0.280 -1.231
H 0.935 0.037 -2.146
H 2.537 -1.874 -2.498
H 2.175 -3.348 -3.665
H 2.018 -3.533 -1.829
C -1.314 5.609 3.110
C -0.417 5.018 2.054
O -0.821 4.162 1.290
C 0.998 5.527 1.981
H -2.302 5.149 3.045
H -0.900 5.412 4.102
H -1.417 6.685 2.950
H 1.514 5.327 2.922
H 0.997 6.599 1.771
H 1.526 5.013 1.175
C -2.731 2.191 -5.045
C -3.193 3.557 -5.468
O -3.800 4.290 -4.703
C -2.877 3.989 -6.876
H -3.025 2.010 -4.010
H -3.195 1.431 -5.678
H -1.642 2.131 -5.116
H -3.347 3.307 -7.588
H -1.796 4.005 -7.025
H -3.269 4.996 -7.043
C 2.815 -3.816 2.101
C 3.415 -2.675 1.327
O 2.716 -1.835 0.794
C 4.918 -2.614 1.237
H 1.726 -3.733 2.082
H 3.101 -4.767 1.645
H 3.150 -3.777 3.137
H 5.297 -3.511 0.742
H 5.346 -2.523 2.237
H 5.210 -1.740 0.649
C 2.792 -0.568 6.169
C 3.688 -1.160 5.114
O 3.286 -2.021 4.354
C 5.101 -0.646 5.037
H 1.805 -1.032 6.108
H 3.208 -0.759 7.160
H 2.684 0.507 6.004
H 5.620 -0.841 5.978
H 5.096 0.424 4.822
H 5.630 -1.162 4.232
C -3.025 -5.097 2.643
C -3.490 -3.729 2.217
O -4.093 -3.000 2.983
C -3.179 -3.302 0.808
H -3.317 -5.271 3.681
H -3.490 -5.860 2.016
H -1.937 -5.159 2.571
H -3.651 -3.986 0.099
H -2.098 -3.284 0.654
H -3.573 -2.297 0.639

Output
Orbital gap: 6.138 eV
Lowest unoccupied orbital energy: 0.0650 Ha
Charge: -1
2S+1: 1

Atomic partial charges in e from the Mulliken method, atoms 1 to 4: -0.110, 0.034, -0.253, -0.294

---

No. 4
Computed, not measured: an isolated molecule of C17H24N2O5S, with ωB97M-V with the def2-TZVPD basis set.

Geometry (Å):
C -7.630 4.874 3.204
O -6.825 3.739 2.913
C -5.636 3.982 2.353
O -5.241 5.083 2.074
C -4.870 2.698 2.134
C -3.689 2.907 1.192
C -2.659 1.798 1.338
O -2.724 0.935 2.180
N -1.659 1.906 0.409
C -0.538 1.097 0.227
C -0.257 0.002 1.041
C 0.875 -0.758 0.801
C 1.718 -0.434 -0.244
S 3.178 -1.408 -0.591
O 3.305 -2.411 0.433
O 4.284 -0.523 -0.815
N 2.747 -2.060 -2.063
C 3.787 -2.148 -3.064
C 4.959 -3.043 -2.652
C 4.640 -4.535 -2.659
C 3.447 -4.911 -1.781
C 2.113 -4.478 -2.393
C 1.702 -3.056 -2.000
C 1.452 0.653 -1.056
C 0.328 1.418 -0.823
H -7.802 5.459 2.298
H -8.567 4.489 3.596
H -7.136 5.508 3.943
H -5.551 1.931 1.767
H -4.498 2.356 3.104
H -4.031 2.960 0.157
H -3.215 3.862 1.435
H -1.723 2.685 -0.233
H -0.920 -0.243 1.853
H 1.121 -1.602 1.425
H 3.336 -2.486 -4.000
H 4.161 -1.130 -3.199
H 5.793 -2.853 -3.331
H 5.264 -2.737 -1.650
H 4.448 -4.863 -3.685
H 5.523 -5.072 -2.304
H 3.441 -5.995 -1.655
H 3.558 -4.456 -0.795
H 2.170 -4.560 -3.481
H 1.316 -5.146 -2.059
H 0.868 -2.730 -2.638
H 1.354 -3.055 -0.965
H 2.138 0.887 -1.854
H 0.115 2.273 -1.450

Output
Orbital gap: 9.293 eV
ΔE to the lowest compared entry with this formula, charge and spin: 16.4 kcal per mole
Lowest unoccupied orbital energy: 0.0177 Ha
2S+1: 1
SMILES: COC(=O)CCC(=O)Nc1ccc(S(=O)(=O)N2CCCCCC2)cc1

Atomic partial charges in e from the Mulliken method, atoms 1 to 4: -0.644, -0.288, 0.604, -0.572